Entry 1:
DFT (ωB97M-V/def2-TZVPD) results for a cluster of 7 separate species, C30H52N2O16 in total at a distorted geometry.

Structure (XYZ):
```
100
Properties=species:S:1:pos:R:3:forces:R:3:lowdin_charge:R:1
O -19.216795 -6.451622 -1.731356 0.04 0.45 0.23 0.13
C -20.228693 -7.104269 -1.825847 -0.13 -1.19 -0.58 -0.31
C -20.292497 -8.359451 -2.584773 0.54 0.35 0.28 0.06
C -21.373744 -9.139003 -2.620056 0.28 -1.03 -0.92 -0.22
O -21.391454 -10.286471 -3.346187 -0.16 0.55 0.44 0.10
C -22.627134 -8.821660 -1.870842 0.41 0.41 0.50 -0.33
O -23.539477 -9.603473 -1.750099 -0.10 -0.06 -0.24 0.14
C -22.599383 -7.500758 -1.251878 -0.40 0.36 0.25 0.07
C -21.521658 -6.698632 -1.209698 -0.61 0.72 0.15 -0.23
O -21.584154 -5.478122 -0.672618 0.58 -0.51 -0.05 0.07
H -19.370842 -8.664258 -3.069549 0.00 0.05 -0.05 0.14
H -20.535378 -10.334883 -3.792458 -0.10 -0.25 -0.08 0.12
H -23.522146 -7.144066 -0.811882 -0.02 -0.13 0.04 0.10
H -20.691444 -5.046922 -0.755661 -0.32 0.19 0.07 0.09
O -16.801278 -13.005284 -3.551181 0.03 -0.05 -0.31 0.10
C -17.644870 -12.591344 -2.780144 -0.02 -0.24 0.41 -0.33
C -17.472526 -11.512587 -1.842366 -0.13 0.14 0.27 0.06
C -18.500842 -11.131466 -1.061497 0.06 1.21 0.47 -0.23
O -18.387855 -10.048509 -0.295167 -0.72 -0.55 -0.10 0.08
C -19.843677 -11.814362 -1.052097 -0.62 -0.82 -0.79 -0.32
O -20.747444 -11.411083 -0.351129 0.32 0.21 0.17 0.12
C -20.030439 -12.923282 -1.998681 0.93 0.51 0.29 0.07
C -18.997622 -13.271963 -2.792285 -1.08 -0.07 -0.16 -0.23
O -19.185581 -14.225692 -3.708027 0.30 -0.10 -0.27 0.10
H -16.554648 -10.952036 -1.731396 0.16 -0.19 -0.37 0.14
H -19.266325 -9.834623 0.146129 0.55 -0.22 0.07 0.07
H -21.007961 -13.375168 -2.058931 0.00 -0.09 -0.03 0.14
H -18.413912 -14.280256 -4.299415 0.16 0.12 0.35 0.12
C -20.988071 -6.568739 2.332105 0.72 -0.02 0.86 -0.03
N -21.810615 -7.755387 2.292843 -0.08 -0.36 -0.46 -0.16
C -23.100871 -7.720601 2.938116 -0.43 0.17 0.02 -0.05
C -21.353842 -8.895513 1.724007 -0.67 0.44 0.77 -0.28
O -20.237813 -9.042393 1.271298 0.43 0.27 -0.34 0.01
H -21.464255 -5.664449 1.958484 -0.22 -0.23 -0.36 0.08
H -20.055195 -6.795942 1.818499 -0.16 0.17 -0.29 0.08
H -20.693445 -6.350629 3.366404 -0.14 -0.07 0.05 0.10
H -23.641851 -8.664554 2.862954 0.34 -0.16 -0.12 0.08
H -22.992200 -7.494619 4.001173 -0.01 0.13 -0.01 0.10
H -23.753505 -6.981719 2.466419 0.09 0.15 0.11 0.07
H -22.113947 -9.686250 1.777666 0.14 -0.24 -0.25 0.15
C -24.653700 -4.762842 0.701428 -0.57 -0.67 -1.19 -0.07
N -24.770926 -4.124490 1.999905 -0.15 0.48 -0.97 -0.16
C -25.638296 -4.604641 3.053351 0.09 -0.94 0.08 -0.04
C -24.024919 -3.007682 2.160553 0.46 0.02 0.53 -0.35
O -23.938187 -2.338054 3.168609 -0.27 -0.01 0.08 0.02
H -24.415111 -4.054618 -0.093081 0.42 0.33 0.38 0.08
H -25.559658 -5.199997 0.267070 -0.45 0.08 0.91 0.09
H -23.928574 -5.573213 0.606700 0.28 0.14 0.55 0.05
H -25.966381 -3.830349 3.740124 0.31 0.29 -0.18 0.09
H -26.519786 -5.101825 2.648750 0.07 0.12 -0.28 0.08
H -25.093053 -5.368840 3.615766 -0.14 0.04 0.28 0.08
H -23.409923 -2.791501 1.275108 -0.07 0.11 -0.16 0.13
C -18.298425 -4.078496 0.205086 -0.21 0.15 0.27 -0.09
O -19.487670 -3.743520 -0.484272 -0.15 0.08 -0.20 -0.23
C -19.261889 -2.841281 -1.559660 -0.57 0.11 0.49 -0.18
C -20.568214 -2.374991 -2.134382 -1.10 -0.32 0.04 -0.21
O -21.219562 -3.460524 -2.771325 0.32 0.52 -0.43 -0.20
C -22.496036 -3.149443 -3.319133 -0.16 -1.34 0.92 -0.09
H -17.580536 -4.630407 -0.404951 -0.13 -0.04 -0.16 0.09
H -18.612698 -4.689392 1.049559 0.16 -0.07 0.01 0.08
H -17.832821 -3.162864 0.582337 0.10 -0.04 0.05 0.09
H -18.679644 -3.355663 -2.328323 0.27 0.32 -0.03 0.14
H -18.809827 -1.930472 -1.149031 0.57 -0.19 -0.22 0.13
H -20.392072 -1.516732 -2.799151 0.06 -0.22 -0.16 0.13
H -21.284939 -2.040361 -1.366509 0.57 0.24 0.27 0.13
H -22.442407 -3.199504 -4.402209 -0.18 0.43 -0.12 0.09
H -22.985627 -2.266186 -2.903990 0.51 0.46 -0.29 0.09
H -23.142227 -3.956359 -2.951044 -0.07 -0.10 -0.42 0.08
C -12.658376 -8.450988 5.959324 0.01 0.72 0.65 -0.12
O -13.718182 -8.241302 5.066261 -0.24 -0.95 -0.83 -0.18
C -13.421491 -7.350454 4.006082 -0.21 1.28 1.70 -0.20
C -14.673980 -6.611152 3.583077 -0.42 -0.61 0.12 -0.22
O -15.604657 -7.560206 3.108350 0.16 0.01 -1.02 -0.17
C -16.721054 -6.948474 2.500394 -0.10 0.46 0.63 -0.11
H -11.710977 -8.819767 5.553902 -0.19 -0.08 -0.47 0.09
H -12.990065 -9.143321 6.730298 -0.11 -0.08 -0.11 0.09
H -12.451286 -7.488153 6.451596 0.24 -0.12 0.10 0.09
H -12.901871 -7.778191 3.149822 0.02 -0.34 0.07 0.13
H -12.810257 -6.584350 4.509661 0.42 0.17 -0.72 0.12
H -14.393418 -5.859064 2.832044 -0.10 -0.16 -0.21 0.12
H -15.163792 -6.070109 4.405606 0.41 0.00 0.21 0.13
H -17.307152 -6.468921 3.296627 -0.28 0.02 -0.14 0.09
H -17.337487 -7.675128 1.977092 0.15 -0.21 0.10 0.09
H -16.438811 -6.151921 1.802216 0.18 -0.11 -0.13 0.08
C -26.191536 -8.425984 0.589365 0.91 -0.92 -0.04 -0.11
O -26.686198 -7.603286 1.614062 -0.57 0.88 -0.03 -0.19
C -27.022385 -8.185336 2.857689 1.60 -0.60 -0.01 -0.20
C -27.957447 -9.360666 2.833205 -1.80 0.46 0.26 -0.24
O -27.473775 -10.461606 2.121454 0.61 0.18 0.22 -0.19
C -28.292311 -11.600026 2.215149 0.06 -0.17 -0.14 -0.10
H -26.947526 -9.023480 0.078280 -0.12 0.00 0.25 0.09
H -25.420191 -9.092115 0.994582 -0.20 -0.28 -0.03 0.09
H -25.656553 -7.871687 -0.184462 -0.33 0.63 0.25 0.07
H -27.335228 -7.371800 3.507441 -0.71 0.00 -0.18 0.12
H -26.117800 -8.531812 3.382902 0.33 -0.15 -0.34 0.12
H -28.935210 -9.032977 2.441727 0.07 -0.06 -0.36 0.13
H -28.212952 -9.641750 3.866062 0.38 -0.02 0.14 0.13
H -29.186910 -11.488692 1.593125 -0.05 -0.04 0.07 0.09
H -28.589335 -11.824349 3.245980 0.00 0.15 0.03 0.09
H -27.692725 -12.432780 1.850863 -0.13 -0.02 -0.08 0.09
```
Positions in Å, forces in eV/Å.

**Energy above the lowest of the compared OMol25 structures with the same formula, charge and spin**: 0.0 kcal/mol
**Gap between HOMO and LUMO**: 7.98 eV
**Total energy**: -2487.49732 Eh



Entry 2:
DFT (ωB97M-V/def2-TZVPD) results for an isolated molecule of C10H10O3S at a distorted geometry.

Structure (XYZ):
```
24
Properties=species:S:1:pos:R:3:forces:R:3:lowdin_charge:R:1
C 4.307178 0.372221 -0.004788 2.69 -4.45 2.64 -0.23
O 3.008179 0.650154 -0.307336 -3.79 -1.96 -0.21 -0.16
C 2.038058 -0.421008 -0.035933 4.49 -0.29 0.26 -0.63
S 2.590367 -1.909488 0.448704 -1.11 1.79 -0.49 0.81
C 0.661750 -0.007033 -0.302385 -1.32 1.89 -1.84 -0.36
C 0.187292 1.205891 0.564440 0.29 -2.31 1.63 -0.11
O -1.100614 1.681879 0.179076 -0.49 -2.55 0.63 -0.01
C -2.008106 0.574084 0.089250 1.42 1.98 -0.56 -0.19
C -3.348787 0.819642 0.094420 -2.54 1.58 0.59 -0.02
C -4.309975 -0.208667 0.103088 -0.43 2.22 -0.05 -0.09
C -3.857798 -1.494755 -0.039214 -1.85 -1.20 0.92 -0.11
C -2.522936 -1.742582 -0.031193 1.63 0.91 -0.92 -0.01
C -1.584225 -0.715982 -0.091402 1.98 -1.13 0.88 -0.13
O -0.181594 -1.087648 -0.122704 -2.91 -0.32 0.42 -0.05
H 4.922231 1.202089 -0.180063 0.44 1.46 -0.14 0.06
H 4.390997 -0.007918 1.131611 -0.09 1.17 -2.21 0.11
H 4.892935 -0.551382 -0.518598 -1.98 1.88 0.46 0.12
H 0.592102 0.273506 -1.421414 0.33 0.05 1.42 0.20
H 0.444571 0.874170 1.699713 -1.62 0.67 -2.16 0.20
H 0.803169 2.008254 0.420102 1.77 2.02 -0.57 0.09
H -3.747737 1.880507 0.159677 0.90 -1.36 0.03 0.14
H -5.381444 0.122932 0.277520 1.43 -0.88 -0.56 0.13
H -4.582471 -2.326982 0.000765 0.57 0.43 -0.10 0.12
H -2.085885 -2.691277 -0.056482 0.21 -1.58 -0.09 0.11
```
Positions in Å, forces in eV/Å.

**Energy above the lowest of the compared OMol25 structures with the same formula, charge and spin**: 51.7 kcal/mol
**Gap between HOMO and LUMO**: 8.81 eV
**Total energy**: -1010.85979 Eh



Entry 3:
DFT (ωB97M-V/def2-TZVPD) results for an isolated molecule of C5H11NO at a distorted geometry.

Structure (XYZ):
```
18
Properties=species:S:1:pos:R:3:forces:R:3:lowdin_charge:R:1
N 0.405380 0.939216 2.519893 0.75 -0.23 -0.23 -0.02
C -0.543235 0.824055 1.404693 -0.16 0.25 0.81 -0.29
C -0.512320 -0.511381 0.654340 0.00 0.88 0.12 -0.21
C 0.672153 -0.677389 -0.281745 0.31 -1.08 -0.46 -0.22
C 0.544538 0.036464 -1.627529 0.02 0.68 0.74 -0.16
C -0.667465 -0.370418 -2.413078 -0.17 -0.38 -0.17 -0.28
O -1.088196 0.219773 -3.369597 -0.02 0.26 -0.10 0.06
H 0.612685 0.017457 2.892456 -0.27 -0.01 0.20 0.06
H 1.316424 1.251725 2.188184 -0.24 0.14 -0.02 0.06
H -0.407587 1.727261 0.805824 0.05 -0.28 -0.44 0.11
H -1.536360 0.952650 1.841434 -0.11 -0.14 -0.06 0.10
H -1.458805 -0.571659 0.119727 -0.06 -0.24 -0.26 0.10
H -0.534890 -1.301915 1.409671 0.05 -0.03 -0.07 0.11
H 0.813511 -1.741604 -0.505922 -0.26 -0.09 0.00 0.11
H 1.622456 -0.451309 0.205710 -0.09 0.46 0.09 0.11
H 0.523629 1.124516 -1.482935 -0.11 -0.11 -0.17 0.12
H 1.411320 -0.154710 -2.255409 0.17 -0.11 -0.11 0.12
H -1.173237 -1.312731 -2.105714 0.14 0.03 0.12 0.13
```
Positions in Å, forces in eV/Å.

**Energy above the lowest of the compared OMol25 structures with the same formula, charge and spin**: 29.2 kcal/mol
**Gap between HOMO and LUMO**: 10.48 eV
**Total energy**: -327.08474 Eh



Entry 4:
DFT (ωB97M-V/def2-TZVPD) results for the ion H3NOPS with charge -1 at a distorted geometry.

Structure (XYZ):
```
7
Properties=species:S:1:pos:R:3:forces:R:3:lowdin_charge:R:1
O -3.259121 -1.188963 0.342958 0.45 0.18 0.08 -0.38
N -2.024219 -1.280322 0.151332 0.60 0.16 2.51 -0.52
S -1.312209 0.008022 -1.310146 -0.78 0.43 -1.19 0.10
P 0.115943 0.748150 -0.105101 1.55 0.32 -0.14 0.18
H -1.387351 -0.678803 1.034014 -1.58 -1.23 -1.98 0.00
H 0.926976 1.506721 -1.009328 -0.45 0.93 -0.10 -0.20
H 1.172055 -0.112518 -0.509511 0.21 -0.78 0.82 -0.19
```
Positions in Å, forces in eV/Å.

**Energy above the lowest of the compared OMol25 structures with the same formula, charge and spin**: 78.2 kcal/mol
**Net charge**: -1
**Gap between HOMO and LUMO (alpha / beta)**: 6.73 / 6.73 eV
**Total energy**: -871.23929 Eh